The following is a DFT calculation (the ωB97M-V functional and the def2-TZVPD basis) of 8 unconnected molecules or ions with the total composition C63H144BN7.

```
215
Properties=species:S:1:pos:R:3:forces:R:3
B -14.62218 9.29196 -22.66433 0.003 0.034 0.015
H -15.27146 9.55879 -23.48375 -2.959 1.056 -3.299
H -15.15673 8.88047 -21.82220 -2.479 -1.822 3.416
H -13.93941 8.54418 -23.03703 3.080 -2.992 -1.429
H -14.14866 10.19705 -22.31671 2.214 3.547 1.291
C -19.72348 12.57307 -22.32890 -0.733 -0.715 1.137
C -20.85064 11.53459 -22.36760 -0.953 0.491 0.070
C -20.58958 10.22488 -21.64113 -0.053 -1.078 -1.007
N -21.22429 8.97112 -22.33866 -2.093 0.015 1.454
C -20.65112 7.76547 -21.55180 -0.504 -0.795 -1.447
C -21.42212 6.43324 -21.85094 -0.834 1.256 -0.468
C -22.94846 6.56512 -21.77477 -0.773 0.948 -0.148
C -23.50866 7.74239 -22.65419 0.872 -0.146 0.517
C -22.79479 9.06879 -22.24829 0.818 -1.309 0.542
C -20.88442 8.85420 -23.78203 0.317 0.930 1.026
H -19.96473 13.34896 -23.05547 0.645 -0.166 -0.092
H -18.78963 12.01770 -22.41604 0.289 0.662 -0.537
H -19.75162 13.03449 -21.34179 0.319 0.156 -0.012
H -21.13069 11.44301 -23.41702 0.126 -0.619 0.014
H -21.75018 11.94958 -21.91294 -0.062 0.246 -0.015
H -20.97905 10.17110 -20.62450 -0.175 0.287 -0.114
H -19.53265 9.97230 -21.55625 0.179 0.113 -0.272
H -20.55974 7.96454 -20.48404 -0.335 0.361 -0.174
H -19.65983 7.73525 -22.00405 0.244 -0.376 0.485
H -21.12168 5.59058 -21.22824 0.434 0.291 -0.038
H -21.30156 6.18832 -22.90620 0.733 -0.307 0.052
H -23.34471 6.74286 -20.77502 0.309 -0.069 0.290
H -23.38335 5.61789 -22.09371 -0.057 0.072 -0.096
H -24.57515 7.87191 -22.47005 0.036 0.099 0.235
H -23.47182 7.49193 -23.71439 0.384 0.212 -0.121
H -22.96570 9.18337 -21.17788 -0.211 0.332 -0.031
H -23.10106 9.95903 -22.79764 0.084 -0.151 0.031
H -21.29002 7.93017 -24.19404 0.623 0.031 0.130
H -19.80981 9.01569 -23.69691 0.172 -0.525 -1.291
H -21.36783 9.69337 -24.28224 0.237 -0.171 -0.120
C -8.92301 5.40210 -18.59127 0.184 -0.297 -2.344
C -8.20276 5.82315 -17.37282 0.499 -1.285 3.150
C -7.37610 4.62793 -16.67676 0.167 1.216 -0.321
N -6.61013 4.98276 -15.32493 -1.756 1.405 -0.940
C -7.70335 5.55785 -14.27225 2.418 -0.416 -0.490
C -7.07013 5.59617 -12.86306 -1.234 0.202 -0.276
C -6.61368 4.24618 -12.44439 1.239 -0.804 -0.184
C -5.49020 3.74228 -13.39995 -1.270 -0.019 0.443
C -6.02186 3.66120 -14.85481 0.614 0.649 0.994
C -5.54766 6.11031 -15.60595 -0.733 -1.544 -0.096
H -9.70774 4.65745 -18.45791 0.057 0.093 0.367
H -8.26875 5.00795 -19.36887 0.375 -0.411 0.160
H -9.34425 6.23029 -19.16114 -0.350 0.303 0.544
H -8.98143 6.01779 -16.63534 -0.014 0.524 0.145
H -7.58230 6.71781 -17.42480 -0.020 -0.134 -0.474
H -6.65521 4.22795 -17.38980 0.493 0.283 0.181
H -7.99739 3.75687 -16.46852 -0.328 0.332 0.352
H -8.53265 4.85858 -14.37883 -0.059 0.186 0.273
H -7.93526 6.56933 -14.60579 -0.188 -0.280 -0.210
H -7.84605 5.95631 -12.18753 -0.137 0.123 0.007
H -6.24399 6.29758 -12.74636 -0.033 0.198 -0.460
H -7.40332 3.49665 -12.39185 -0.264 0.107 -0.134
H -6.15703 4.26281 -11.45479 -0.169 0.160 0.089
H -5.33592 2.74811 -12.98050 0.701 -0.171 -0.711
H -4.61531 4.36848 -13.22521 0.158 -0.187 -0.420
H -6.80993 2.90834 -14.83884 -0.213 0.228 -0.255
H -5.30861 3.39296 -15.63419 0.230 -0.116 0.285
H -4.88988 6.22267 -14.74409 -0.171 -0.092 -0.141
H -6.03469 7.05093 -15.86309 -0.242 -0.236 0.345
H -5.00135 5.79061 -16.49333 0.197 -0.105 0.227
C -11.47685 12.09806 -10.52835 0.482 -0.505 1.052
C -12.89423 11.84194 -10.98039 -0.297 -0.308 -1.467
C -12.98010 10.86542 -12.26851 -0.996 2.985 1.453
N -14.39990 10.86219 -12.86722 -1.090 -0.885 0.348
C -14.45517 9.80305 -14.01948 0.683 0.218 0.193
C -13.56203 10.17327 -15.19616 -0.837 2.963 -0.267
C -14.08614 11.63305 -15.74590 1.627 -0.572 0.498
C -14.09929 12.72808 -14.63943 -1.168 -2.165 -0.469
C -14.95494 12.19958 -13.45322 1.964 -0.061 0.149
C -15.45350 10.43910 -11.79179 0.770 -0.828 -0.947
H -11.49314 12.68017 -9.60694 -0.202 0.297 -0.099
H -10.80378 12.62622 -11.20372 -0.247 -0.215 -0.286
H -11.02688 11.17272 -10.16869 0.319 -0.172 -0.387
H -13.30211 12.82077 -11.23260 -0.331 -0.080 -0.197
H -13.47383 11.45883 -10.14052 0.000 -0.185 -0.126
H -12.67114 9.87388 -11.93764 -0.137 -0.072 -0.662
H -12.39832 11.37738 -13.03502 0.466 -0.733 0.140
H -14.11558 8.87529 -13.55899 -0.404 -0.096 0.031
H -15.46668 9.75049 -14.42220 -0.189 -0.117 0.620
H -12.53629 10.29718 -14.84888 0.074 0.002 -0.187
H -13.54482 9.45909 -16.01942 -0.361 -0.162 0.299
H -13.35427 12.01617 -16.45702 0.006 -0.370 -0.292
H -15.03606 11.65585 -16.27997 -0.125 -0.686 0.193
H -13.05291 12.95628 -14.43663 -0.312 0.440 0.549
H -14.64517 13.54809 -15.10601 0.340 0.412 0.462
H -14.95834 12.92176 -12.63679 -0.353 -0.196 -0.003
H -15.95311 11.90173 -13.77424 0.002 0.413 0.018
H -16.31983 10.13435 -12.37890 -0.238 0.471 0.345
H -15.64233 11.17059 -11.00607 0.047 0.377 -0.645
H -15.13293 9.53585 -11.27268 0.433 -0.026 -0.207
C -0.06833 12.39259 -20.58032 -0.562 -0.943 0.241
C -1.60890 12.51119 -20.58405 0.279 -0.650 -1.009
C -2.21188 11.74002 -21.86220 0.837 1.526 1.127
N -3.60242 12.20689 -22.24144 0.386 -0.901 -1.286
C -4.55634 11.87476 -21.10939 0.304 2.142 1.128
C -5.98487 12.23270 -21.42971 0.331 -0.968 -1.415
C -6.40684 11.51680 -22.70199 0.319 0.429 -1.146
C -5.42728 11.76350 -23.92451 -1.224 0.192 0.402
C -4.01041 11.43114 -23.52008 0.201 0.343 0.297
C -3.43658 13.67820 -22.66569 -0.545 -0.033 1.058
H 0.38996 13.03515 -19.82854 -0.154 -0.054 -0.029
H 0.34501 12.65146 -21.55512 0.001 0.003 0.042
H 0.17382 11.35703 -20.34144 0.462 0.034 -0.124
H -1.73157 13.59067 -20.49579 -0.898 -0.108 -0.510
H -2.09052 12.03991 -19.72729 0.365 0.152 0.264
H -2.20186 10.66633 -21.67461 -0.331 0.056 0.099
H -1.58726 11.90120 -22.74083 0.010 0.149 0.028
H -4.37004 10.88714 -20.68748 0.092 -0.120 -0.609
H -4.28490 12.61232 -20.35412 0.406 -0.343 0.397
H -6.72157 11.88703 -20.70453 0.494 0.504 0.595
H -5.98548 13.31185 -21.58313 -0.592 0.020 0.225
H -6.41703 10.43814 -22.54555 0.005 -0.131 0.196
H -7.44716 11.81263 -22.83735 0.088 -0.051 -0.833
H -5.75149 11.18336 -24.78847 0.239 -0.591 0.218
H -5.47602 12.75236 -24.38047 -0.077 0.412 0.615
H -3.88570 10.36293 -23.34269 0.025 0.038 0.358
H -3.26604 11.72781 -24.25900 -0.152 -0.080 -0.108
H -4.38307 14.16584 -22.89909 0.025 -0.475 -0.275
H -2.73389 13.71303 -23.49822 -0.233 -0.121 0.046
H -3.02673 14.25107 -21.83386 0.034 -0.298 -0.068
C -17.51266 12.45574 -30.06291 0.656 -0.922 -0.824
C -18.60248 12.03946 -31.09370 0.748 -0.347 0.627
C -18.21179 12.43609 -32.55595 -1.251 -0.122 0.829
N -19.34394 12.14242 -33.57281 -1.321 0.891 0.147
C -19.15849 12.97138 -34.86899 1.657 0.199 -0.744
C -17.78277 12.65123 -35.50102 0.125 0.034 0.569
C -17.66653 11.19387 -35.87889 -0.756 -1.261 -0.382
C -18.11212 10.17754 -34.78028 -0.255 1.086 1.196
C -19.42904 10.66496 -33.95806 2.137 -0.090 -1.965
C -20.72653 12.55454 -33.02893 0.420 0.415 0.442
H -16.57029 11.96429 -30.30483 0.310 0.317 -0.448
H -17.64894 12.04128 -29.06403 -0.788 0.383 0.032
H -17.36010 13.53482 -30.04282 -0.064 -0.098 0.148
H -19.50194 12.46195 -30.64586 -0.269 0.421 -0.926
H -18.77434 10.96509 -31.02831 0.197 -0.178 -0.066
H -17.34455 11.91432 -32.96061 -0.074 -0.067 0.498
H -17.98076 13.50080 -32.52251 -0.275 0.091 -0.566
H -19.21126 14.05057 -34.72525 -0.058 -0.113 0.992
H -19.94678 12.80585 -35.60336 -0.241 -0.759 0.387
H -16.96468 12.94547 -34.84356 -0.113 -0.176 0.581
H -17.50353 13.28801 -36.34043 -0.861 0.018 -0.343
H -16.66271 10.97864 -36.24513 0.072 -0.140 0.300
H -18.29842 10.97102 -36.73864 -0.171 0.325 -0.198
H -17.25444 9.99382 -34.13318 -0.113 0.239 0.534
H -18.32130 9.17118 -35.14303 -0.302 0.237 -0.432
H -19.63862 10.00817 -33.11379 -0.020 0.436 0.079
H -20.21558 10.61857 -34.71128 -0.322 -0.028 0.385
H -20.71471 13.58618 -32.67722 0.379 0.257 -0.605
H -21.01943 12.05841 -32.10365 0.261 -0.804 -0.489
H -21.47590 12.44077 -33.81226 0.218 -0.131 0.082
C -15.11039 -4.53254 -19.06339 -0.734 0.232 0.254
C -15.95647 -3.25096 -19.13666 0.222 0.159 -0.009
C -15.68014 -2.25374 -17.99935 -1.199 0.302 -1.291
N -16.34577 -0.86211 -18.28389 0.907 -0.478 0.986
C -16.09512 -0.07595 -16.95089 -1.851 2.211 -0.753
C -16.43088 1.43403 -17.14177 0.970 0.515 0.173
C -15.62629 2.12752 -18.23043 -0.023 -1.075 -1.629
C -15.82203 1.28736 -19.55598 -0.510 0.593 0.670
C -15.50632 -0.21584 -19.41724 -1.214 1.132 0.790
C -17.85967 -0.96385 -18.57940 0.679 1.140 0.874
H -14.04539 -4.30893 -19.12570 -0.037 -0.089 0.070
H -15.40309 -5.15855 -19.90632 0.208 -0.059 0.062
H -15.34366 -5.08148 -18.15106 0.251 -0.075 0.003
H -17.02215 -3.47331 -19.19143 0.020 -0.225 0.193
H -15.70844 -2.80474 -20.09971 0.000 0.284 0.008
H -14.61342 -2.03147 -17.97110 -0.107 -0.152 0.531
H -16.13195 -2.54003 -17.04961 0.445 -0.319 0.010
H -15.08749 -0.18125 -16.54876 0.001 -0.417 -0.562
H -16.82834 -0.30773 -16.17839 0.144 -1.234 -0.228
H -16.29529 1.99323 -16.21602 0.579 -0.462 0.433
H -17.47869 1.70191 -17.27760 -0.299 -0.844 -0.496
H -14.55232 2.22494 -18.07171 -0.061 0.118 0.582
H -16.09871 3.09920 -18.37448 0.476 0.161 -0.167
H -15.30446 1.64721 -20.44521 0.420 0.197 0.294
H -16.86150 1.53417 -19.77205 -0.313 -0.857 -0.400
H -14.46653 -0.34406 -19.11641 -0.037 -0.041 -0.001
H -15.67466 -0.74346 -20.35606 -0.163 -0.061 0.273
H -18.29127 0.03259 -18.48484 0.435 0.292 -0.811
H -18.39812 -1.38143 -17.72863 0.533 -1.090 -0.157
H -18.06733 -1.40936 -19.55228 0.182 -0.051 0.341
C -11.72454 5.00537 -32.62156 0.052 0.305 0.247
C -12.37139 5.73646 -31.45377 -0.680 0.660 -0.098
C -12.76104 4.79508 -30.34864 3.323 -0.086 1.148
N -12.95704 5.48249 -28.94835 -2.414 -2.362 0.198
C -12.94710 4.36764 -27.80995 -1.403 -0.609 -0.073
C -14.25396 3.47017 -27.67036 -0.006 0.669 -1.682
C -15.48156 4.35568 -27.62570 0.369 0.637 -0.185
C -15.56683 5.24102 -28.89568 0.490 -0.953 0.792
C -14.33589 6.15803 -29.00708 -0.657 -0.212 1.081
C -11.88253 6.45489 -28.52763 -1.050 0.402 -2.345
H -12.34728 4.19223 -32.99451 0.271 0.072 -0.289
H -10.74895 4.66035 -32.27911 -0.105 -0.544 0.008
H -11.45204 5.74597 -33.37345 -0.471 -0.241 -0.338
H -13.29678 6.26244 -31.68851 0.209 0.365 -0.733
H -11.60491 6.46271 -31.18331 -0.317 0.131 0.550
H -11.84889 4.22706 -30.16577 0.103 -0.364 0.155
H -13.45592 4.02756 -30.68946 -0.839 0.543 0.796
H -12.08356 3.71397 -27.93287 0.149 0.404 -0.363
H -12.82402 4.94158 -26.89150 -0.054 -0.058 -0.019
H -14.49085 2.86852 -28.54785 0.911 -0.146 -0.537
H -14.22791 2.68465 -26.91513 0.548 0.615 0.556
H -16.39065 3.75836 -27.55597 0.039 0.126 0.306
H -15.35636 5.04647 -26.79189 -0.566 -0.022 0.366
H -15.73080 4.63675 -29.78791 0.128 -0.074 -0.078
H -16.47519 5.82499 -28.74751 0.257 0.502 -0.350
H -14.46548 6.74354 -29.91729 0.726 0.214 0.204
H -14.36957 6.75653 -28.09672 0.073 0.532 -0.254
H -12.09018 6.92126 -27.56457 0.312 -0.914 0.293
H -12.02720 7.29135 -29.21138 0.453 0.061 -0.171
H -10.94783 5.95246 -28.77663 0.189 0.340 0.797
```
Forces are in eV/Å.

Summary:
Total charge: +6
Largest force on an atom in eV/A: 4.60
HOMO-LUMO gap in eV: 6.1
Molecular weight in g mol⁻¹: 1010.7
Relative energy (zero: lowest compared OMol25 entry of this formula, charge and spin) in eV: 0.000
HOMO level in eV: -14.3

Atomic partial charges in e from the Löwdin method, atoms 1 to 8:
1 B -0.4812
2 H -0.1324
3 H -0.1344
4 H -0.1292
5 H -0.1190
6 C -0.0669
7 C -0.2432
8 C -0.0984

=====

The following is a DFT calculation (the ωB97M-V functional and the def2-TZVPD basis) of a molecular structure, C11H16BrN4NiO3S.

```
37
Properties=species:S:1:pos:R:3:forces:R:3
Ni -0.44523 0.11001 0.65339 -0.047 0.095 0.026
N -0.42562 0.35884 2.59926 -0.008 0.012 0.094
C 0.96044 0.63800 3.06050 -0.002 0.077 -0.040
C 1.90295 0.74028 1.86497 -0.008 -0.042 -0.001
O 3.07402 0.98924 2.00881 -0.002 0.002 0.010
O 1.32778 0.53654 0.70747 0.102 -0.061 0.074
H -1.03973 1.13514 2.82721 0.004 -0.003 -0.007
H -0.81022 -0.45281 3.07113 0.027 0.003 0.013
H 1.31123 -0.15093 3.72210 0.010 -0.018 -0.015
H 1.00250 1.57410 3.61446 0.000 -0.020 0.017
O -6.31999 -1.25268 0.26801 -0.005 -0.002 0.000
C -5.01624 -0.99592 0.37120 0.012 -0.024 -0.003
C -4.02427 -1.97788 0.31574 -0.012 0.027 -0.001
C -2.71314 -1.58815 0.42467 -0.079 0.063 -0.015
N -2.33738 -0.30606 0.59469 0.038 -0.268 -0.032
C -3.29932 0.61639 0.64805 0.008 0.029 0.042
Br -2.73663 2.39633 0.89398 -0.049 0.034 -0.041
C -4.64023 0.33411 0.54324 0.004 0.038 0.009
H -6.48983 -2.19471 0.14333 0.000 0.002 0.000
H -4.26902 -3.02225 0.17763 -0.003 0.000 0.002
H -1.91164 -2.31088 0.35940 0.008 0.012 0.003
H -5.38501 1.11405 0.58916 -0.003 -0.001 -0.002
S -0.37805 -0.24912 -1.53888 0.011 -0.026 -0.092
C 1.33345 0.01083 -1.79071 -0.052 0.228 -0.043
N 1.78298 1.23517 -1.98887 0.007 -0.090 -0.122
C 3.20700 1.57288 -1.98828 -0.012 0.007 0.029
C 3.99722 0.39550 -2.53212 -0.003 0.012 -0.004
C 3.61765 -0.86394 -1.77308 0.016 0.005 -0.027
N 2.16214 -1.01565 -1.79966 0.018 -0.070 0.123
H 1.09724 1.96918 -1.92092 0.010 -0.002 0.022
H 3.51240 1.80243 -0.96456 -0.016 0.006 0.020
H 3.34477 2.45974 -2.60331 0.000 -0.005 -0.005
H 5.06294 0.58527 -2.41848 0.000 0.000 0.001
H 3.78895 0.26655 -3.59549 0.003 -0.011 0.001
H 3.94471 -0.80300 -0.73202 0.018 0.002 -0.023
H 4.05822 -1.74757 -2.23009 0.003 -0.002 0.006
H 1.75293 -1.90903 -1.58193 0.001 -0.008 -0.019
```
Forces are in eV/Å.

Summary:
Total charge: +1
Largest force on an atom in eV/A: 0.27
HOMO-LUMO gap (alpha / beta) in eV: 9.2 / 9.2
Molecular weight in g mol⁻¹: 422.9
HOMO level (alpha / beta) in eV: -12.0 / -12.0

Atomic partial charges in e from the Löwdin method, atoms 1 to 8:
1 Ni 0.2459
2 N 0.0013
3 C -0.0888
4 C -0.5976
5 O 0.0890
6 O -0.1506
7 H 0.0705
8 H 0.1167

=====

The following is a DFT calculation (the ωB97M-V functional and the def2-TZVPD basis) of C2HBrN2O2 in the gas phase.

```
8
Properties=species:S:1:pos:R:3:forces:R:3
N -2.48536 0.73417 0.20732 -1.505 0.130 0.218
C -1.36051 0.59712 0.29076 1.373 -0.448 -0.385
C 0.06283 0.48971 0.12612 2.518 0.807 -1.808
Br 1.13142 0.71354 1.74264 -0.868 1.052 -0.374
N 0.61030 -0.96468 -0.39636 -0.938 1.603 -0.204
O 0.35445 -1.23430 -1.53484 -0.407 -0.043 -0.424
O 1.29243 -1.54994 0.36735 0.537 -1.363 0.347
H 0.39443 1.21439 -0.80298 -0.710 -1.738 2.631
```
Forces are in eV/Å.

Summary:
Total charge: 0
Largest force on an atom in eV/A: 3.23
SMILES: N#C[C@@H](Br)[N+](=O)[O-]
HOMO-LUMO gap in eV: 10.6
Molecular weight in g mol⁻¹: 164.9
Relative energy (zero: lowest compared OMol25 entry of this formula, charge and spin) in eV: 3.389
HOMO level in eV: -11.1

Population analysis type Löwdin, resulting atomic charges in e:
1 N 0.1956
2 C -0.2772
3 C -0.5566
4 Br 0.7956
5 N -0.4392
6 O 0.0961
7 O 0.0043
8 H 0.1814